{"formula": "C38H40Br2GaN2O2P", "method": "ωB97M-V/def2-TZVPD", "de_lowest_kcal_mol": 16.9, "homo_energy_ev": -13.2, "total_charge": 2, "symbols": ["Ga", "C", "C", "C", "C", "C", "C", "C", "Br", "C", "O", "C", "C", "C", "C", "C", "C", "H", "H", "H", "H", "H", "H", "H", "H", "H", "H", "H", "H", "H", "H", "H", "H", "H", "H", "H", "H", "O", "N", "C", "C", "C", "C", "C", "C", "C", "P", "C", "C", "C", "C", "C", "C", "C", "C", "C", "C", "C", "C", "H", "H", "H", "H", "H", "H", "H", "H", "H", "H", "H", "H", "H", "H", "H", "H", "Br", "C", "C", "C", "N", "C", "C", "H", "H", "H", "H"], "coordinates": [[-0.47, -0.48, 1.40], [4.33, -4.11, -3.12], [4.71, -3.73, -1.68], [5.77, -2.63, -1.74], [5.31, -4.95, -0.97], [3.46, -3.29, -0.93], [3.36, -2.04, -0.33], [2.19, -1.75, 0.35], [2.02, -0.01, 1.16], [1.10, -2.60, 0.46], [0.00, -2.22, 1.17], [1.19, -3.87, -0.14], [2.38, -4.15, -0.81], [0.07, -4.91, -0.01], [-0.19, -5.22, 1.47], [-1.20, -4.38, -0.67], [0.44, -6.22, -0.71], [5.22, -4.43, -3.67], [3.89, -3.26, -3.65], [3.62, -4.94, -3.15], [6.63, -2.98, -2.30], [6.12, -2.35, -0.74], [5.40, -1.73, -2.24], [6.21, -5.28, -1.49], [4.62, -5.79, -0.95], [5.59, -4.71, 0.06], [4.16, -1.32, -0.37], [2.47, -5.13, -1.26], [-0.49, -4.34, 2.03], [0.70, -5.64, 1.93], [-0.99, -5.97, 1.55], [-1.50, -3.42, -0.24], [-2.02, -5.09, -0.54], [-1.05, -4.24, -1.75], [1.33, -6.68, -0.27], [0.60, -6.09, -1.78], [-0.39, -6.93, -0.59], [-0.63, 1.70, 2.56], [0.60, 2.39, 2.35], [0.60, 3.11, 1.31], [-0.50, 3.53, 0.41], [-0.51, 4.90, 0.14], [-1.49, 5.47, -0.66], [-2.47, 4.67, -1.22], [-2.46, 3.30, -0.98], [-1.48, 2.73, -0.17], [-1.67, 0.93, -0.07], [-3.40, 0.64, 0.32], [-3.89, 1.18, 1.51], [-5.22, 0.99, 1.87], [-6.06, 0.25, 1.04], [-5.58, -0.28, -0.15], [-4.25, -0.08, -0.51], [-1.25, 0.28, -1.70], [-1.45, -1.08, -1.97], [-1.04, -1.61, -3.18], [-0.40, -0.80, -4.12], [-0.17, 0.54, -3.84], [-0.59, 1.08, -2.64], [-0.65, 1.65, 3.52], [1.57, 3.58, 1.14], [0.26, 5.53, 0.58], [-1.48, 6.54, -0.84], [-3.24, 5.10, -1.85], [-3.23, 2.68, -1.43], [-3.24, 1.78, 2.15], [-5.60, 1.42, 2.78], [-7.09, 0.11, 1.32], [-6.24, -0.83, -0.81], [-3.90, -0.48, -1.46], [-1.95, -1.72, -1.26], [-1.21, -2.66, -3.39], [-0.08, -1.22, -5.06], [0.33, 1.16, -4.57], [-0.42, 2.13, -2.44], [-5.11, -2.61, 5.64], [-3.79, -1.98, 4.49], [-3.79, -2.35, 3.15], [-2.80, -1.86, 2.33], [-1.85, -1.03, 2.77], [-1.83, -0.70, 4.07], [-2.77, -1.16, 4.96], [-4.55, -3.01, 2.75], [-2.77, -2.15, 1.29], [-1.02, -0.07, 4.41], [-2.72, -0.87, 6.00]], "lowdin_charge": [0.36, -0.04, -0.56, -0.06, -0.03, -0.15, -0.05, -0.47, 1.06, -0.32, -0.17, -0.07, 0.05, -0.52, -0.03, -0.03, -0.05, 0.09, 0.09, 0.08, 0.09, 0.09, 0.09, 0.09, 0.08, 0.09, 0.11, 0.10, 0.07, 0.10, 0.09, 0.04, 0.10, 0.08, 0.10, 0.09, 0.10, -0.17, 0.01, -0.11, -0.18, 0.00, -0.02, -0.02, -0.07, -0.29, 1.10, -0.37, -0.09, -0.05, -0.04, -0.04, -0.07, -0.35, -0.11, -0.04, -0.04, -0.04, -0.06, 0.10, 0.15, 0.13, 0.13, 0.13, 0.12, 0.11, 0.12, 0.12, 0.12, 0.11, 0.08, 0.11, 0.12, 0.12, 0.11, 0.90, -0.66, -0.05, -0.09, 0.00, -0.07, -0.05, 0.13, 0.12, 0.12, 0.13]}